(1)
{
  "formula": "C3H13NO4",
  "method": "ωB97M-V/def2-TZVPD",
  "symbols": ["C", "C", "O", "N", "C", "O", "H", "H", "H", "H", "H", "H", "H", "H", "H", "H", "H", "O", "H", "H", "O"],
  "coordinates": [[-0.916, -0.903, 0.609], [-1.612, 0.004, -0.441], [-1.324, 1.358, -0.153], [0.541, -0.782, 0.670], [1.007, 0.279, 1.600], [0.601, 0.072, 2.880], [-1.511, -0.823, 1.540], [-1.030, -1.939, 0.229], [-2.646, -0.129, -0.518], [-1.284, -0.244, -1.390], [-0.630, 1.722, -0.817], [0.776, -1.652, 0.915], [2.141, 0.239, 1.582], [0.711, 1.384, 1.215], [-0.085, 0.674, 3.127], [0.499, -1.058, -1.531], [0.884, -2.286, -2.486], [0.615, -1.268, -2.429], [1.507, 1.067, -1.410], [0.751, 0.655, -2.695], [0.765, 1.286, -1.929]],
  "multiplicity": 2,
  "gap_ev": [12.69, 5.86],
  "de_lowest_ev": 1.551,
  "homo_ev": [-15.8, -15.0],
  "total_charge": 1,
  "s2": 0.756,
  "lumo_energy_ha": [-0.1125, -0.3352]
}

(2)
{
  "formula": "C28H74BaCl4N6O10V",
  "method": "ωB97M-V/def2-TZVPD",
  "symbols": ["O", "V", "O", "Ba", "O", "C", "C", "O", "H", "H", "H", "H", "C", "C", "C", "O", "C", "N", "H", "H", "H", "H", "H", "H", "H", "H", "H", "H", "H", "C", "C", "C", "O", "C", "N", "H", "H", "H", "H", "H", "H", "H", "H", "H", "H", "H", "C", "C", "C", "O", "C", "N", "H", "H", "H", "H", "H", "H", "H", "H", "H", "H", "H", "C", "C", "C", "O", "C", "N", "H", "H", "H", "H", "H", "H", "H", "H", "H", "H", "H", "C", "C", "C", "O", "C", "N", "H", "H", "H", "H", "H", "H", "H", "H", "H", "H", "H", "C", "C", "C", "O", "C", "N", "H", "H", "H", "H", "H", "H", "H", "H", "H", "H", "H", "C", "Cl", "Cl", "H", "H", "C", "Cl", "Cl", "H", "H"],
  "coordinates": [[-0.945, 4.915, 0.183], [-0.022, 3.976, -0.786], [0.149, 4.721, -2.190], [-4.232, 2.285, -2.203], [1.222, 2.252, -0.436], [0.377, 1.101, -0.426], [-0.975, 1.112, -1.195], [-1.652, 2.356, -1.411], [0.280, 0.878, 0.645], [0.953, 0.247, -0.812], [-1.629, 0.402, -0.667], [-0.808, 0.743, -2.213], [-0.833, -2.453, 0.948], [0.505, -2.960, 1.437], [0.487, -4.428, 1.929], [-0.230, -4.451, 3.116], [-0.363, -5.707, 3.746], [1.511, -2.645, 0.409], [-1.582, -2.500, 1.739], [-1.163, -2.960, 0.035], [-0.780, -1.425, 0.569], [0.766, -2.359, 2.312], [1.544, -4.708, 2.004], [0.061, -5.015, 1.106], [0.635, -6.160, 3.816], [-0.948, -6.395, 3.129], [-0.727, -5.566, 4.758], [1.469, -1.658, 0.189], [2.449, -2.879, 0.711], [1.300, 6.039, 2.222], [2.204, 6.129, 0.996], [3.664, 6.339, 1.352], [4.356, 6.513, 0.130], [5.747, 6.616, 0.282], [1.952, 4.962, 0.155], [1.455, 6.883, 2.903], [1.614, 5.195, 2.850], [0.224, 6.014, 2.072], [1.888, 7.038, 0.477], [4.075, 5.433, 1.823], [3.821, 7.179, 2.035], [6.259, 5.691, 0.570], [6.028, 7.409, 0.982], [6.154, 6.875, -0.696], [2.632, 4.949, -0.611], [2.353, 4.206, 0.722], [4.060, -1.087, -0.918], [4.546, -0.022, 0.029], [6.055, 0.044, 0.215], [6.439, -1.107, 0.948], [7.760, -0.985, 1.448], [4.098, 1.270, -0.531], [3.000, -1.106, -1.179], [4.358, -2.088, -0.603], [4.522, -0.933, -1.901], [4.098, -0.126, 1.025], [6.229, 0.943, 0.818], [6.570, 0.174, -0.741], [8.507, -1.262, 0.701], [7.879, -1.601, 2.338], [7.985, 0.028, 1.795], [4.422, 2.029, 0.064], [3.082, 1.350, -0.455], [-2.871, 2.437, 1.903], [-3.847, 1.361, 1.407], [-4.577, 0.766, 2.618], [-5.746, 0.132, 2.137], [-6.553, -0.603, 3.040], [-4.828, 2.119, 0.561], [-2.483, 2.264, 2.909], [-3.285, 3.443, 1.983], [-2.001, 2.507, 1.247], [-3.351, 0.596, 0.808], [-4.842, 1.534, 3.352], [-3.915, 0.041, 3.102], [-7.563, -0.773, 2.677], [-6.628, -0.017, 3.962], [-6.098, -1.564, 3.288], [-5.602, 1.453, 0.573], [-5.191, 2.841, 1.181], [1.947, -4.144, -4.575], [1.631, -3.433, -3.251], [0.143, -3.251, -3.019], [-0.556, -2.757, -4.140], [-0.192, -1.510, -4.662], [2.318, -4.239, -2.221], [3.029, -4.293, -4.605], [1.658, -3.592, -5.469], [1.565, -5.165, -4.565], [2.069, -2.429, -3.338], [0.005, -2.582, -2.157], [-0.362, -4.163, -2.698], [0.813, -1.501, -5.093], [-0.200, -0.733, -3.884], [-0.899, -1.193, -5.427], [3.311, -4.045, -2.298], [2.045, -3.738, -1.367], [-4.234, -2.135, -1.590], [-5.650, -1.635, -1.710], [-6.531, -2.609, -0.906], [-6.165, -3.951, -1.010], [-6.868, -4.833, -0.188], [-5.706, -0.283, -1.136], [-4.112, -3.107, -2.061], [-3.899, -2.220, -0.551], [-3.527, -1.407, -2.007], [-5.984, -1.671, -2.749], [-7.570, -2.495, -1.253], [-6.467, -2.338, 0.157], [-6.537, -5.862, -0.294], [-7.935, -4.823, -0.453], [-6.845, -4.550, 0.871], [-5.521, -0.381, -0.140], [-6.696, -0.046, -1.241], [2.466, 2.225, -3.448], [2.359, 1.939, -5.212], [3.267, 3.701, -2.974], [1.474, 2.075, -3.035], [3.077, 1.402, -3.088], [0.900, 1.555, 3.619], [-0.206, 2.559, 4.532], [0.146, -0.028, 3.327], [1.121, 2.021, 2.661], [1.842, 1.418, 4.140]],
  "gap_ev": 6.50,
  "homo_ev": -10.5,
  "total_charge": 1,
  "lumo_energy_ha": -0.1489
}

(3)
{
  "formula": "C16H45AlFMgN2O12PS2",
  "method": "ωB97M-V/def2-TZVPD",
  "symbols": ["C", "C", "C", "C", "C", "C", "C", "O", "P", "N", "H", "H", "H", "H", "H", "H", "H", "H", "H", "H", "H", "H", "H", "H", "H", "H", "H", "H", "H", "C", "O", "O", "O", "H", "Al", "O", "H", "N", "O", "O", "O", "F", "Mg", "C", "S", "O", "C", "H", "H", "H", "H", "H", "H", "C", "S", "O", "C", "H", "H", "H", "H", "H", "H", "O", "H", "H", "C", "C", "O", "C", "C", "H", "H", "H", "H", "H", "H", "H", "H", "H", "H"],
  "coordinates": [[3.686, -1.144, -2.123], [3.257, -0.515, -3.501], [4.108, 0.781, -3.737], [1.711, -0.321, -3.666], [1.018, 0.428, -2.485], [1.472, 1.920, -2.304], [-0.527, 0.488, -2.807], [-1.037, -0.871, -2.884], [-2.663, -0.907, -3.142], [-3.011, -2.554, -3.612], [2.990, -0.933, -1.278], [3.821, -2.240, -2.277], [4.714, -0.761, -1.899], [3.564, -1.254, -4.296], [4.007, 1.471, -2.857], [3.797, 1.353, -4.639], [5.185, 0.539, -3.864], [1.276, -1.352, -3.703], [1.420, 0.148, -4.634], [1.098, -0.092, -1.503], [0.556, 2.560, -2.241], [2.076, 2.331, -3.135], [2.014, 2.117, -1.331], [-0.669, 1.074, -3.748], [-1.080, 1.028, -2.002], [-3.400, -0.607, -1.957], [-3.098, -0.048, -4.191], [-2.416, -2.693, -4.465], [-3.996, -2.642, -3.858], [3.264, 4.946, -1.840], [2.998, 4.769, -0.619], [2.826, 6.130, -2.334], [3.854, 4.173, -2.614], [2.434, 6.450, -1.492], [3.349, 1.111, -0.277], [-3.626, -1.353, -6.883], [-3.114, -1.556, -6.099], [3.274, -4.539, -4.052], [3.005, -5.557, -4.659], [3.470, -3.495, -4.661], [3.342, -4.553, -2.829], [-4.279, -3.189, -1.926], [-4.730, -2.484, -5.574], [-5.175, 0.968, 1.437], [-5.526, 0.093, -0.098], [-5.173, 1.009, -1.235], [-7.318, 0.107, 0.082], [-4.097, 1.105, 1.516], [-5.666, 1.941, 1.430], [-5.526, 0.374, 2.281], [-7.674, 1.134, 0.160], [-7.596, -0.459, 0.971], [-7.754, -0.364, -0.798], [1.551, 3.774, 2.865], [1.160, 2.283, 3.805], [-0.230, 1.877, 3.440], [1.084, 3.088, 5.413], [1.610, 3.513, 1.808], [0.768, 4.518, 3.012], [2.513, 4.168, 3.193], [0.330, 3.876, 5.394], [2.061, 3.505, 5.657], [0.812, 2.341, 6.158], [5.850, -5.000, -4.044], [5.918, -5.813, -3.532], [6.721, -4.901, -4.440], [-1.490, -0.664, 5.015], [-0.454, -1.682, 5.464], [0.274, -1.283, 6.611], [-0.483, -1.048, 7.789], [-1.260, -2.263, 8.268], [-1.013, 0.298, 4.811], [-1.991, -1.007, 4.108], [-2.254, -0.496, 5.775], [0.280, -1.816, 4.668], [-0.913, -2.663, 5.629], [-1.147, -0.188, 7.645], [0.234, -0.758, 8.559], [-1.999, -2.591, 7.536], [-1.787, -2.032, 9.194], [-0.584, -3.100, 8.450]],
  "gap_ev": 1.40,
  "homo_ev": -13.0,
  "total_charge": 2,
  "lumo_energy_ha": -0.4270
}

(4)
{
  "formula": "C2H8NO2",
  "method": "ωB97M-V/def2-TZVPD",
  "symbols": ["C", "N", "C", "O", "H", "H", "H", "H", "H", "H", "H", "H", "O"],
  "coordinates": [[-0.288, -1.489, 0.329], [-0.792, -0.126, 0.250], [-0.391, 0.686, -1.027], [0.051, 0.003, -2.003], [-0.723, -2.309, -0.364], [-0.345, -1.861, 1.310], [0.804, -1.416, 0.128], [-1.804, -0.109, 0.331], [0.410, 1.335, -0.604], [-1.325, 1.331, -1.469], [0.343, 0.580, 1.738], [1.648, 1.024, 1.146], [1.276, 0.887, 2.031]],
  "gap_ev": 6.92,
  "de_lowest_ev": 1.215,
  "homo_ev": -2.5,
  "total_charge": -1,
  "lumo_energy_ha": 0.1621
}

How do the records compare in largest force on an atom? In the order shown, they have 6.81 3.13 4.20 2.47 eV Å⁻¹.